DFT (ωB97M-V/def2-TZVPD) results for a molecular structure, C8H12KO5.

Values from the calculation:
Largest force on an atom ... 4.7 eV Å⁻¹
Highest occupied orbital energy ... -10.63 eV
E_LUMO ... -3.9 eV
Frontier orbital gap ... 6.78 eV
Energy relative to the best compared isomer or geometry (same formula, charge and spin) ... 147.2 kJ/mol
E_tot ... -35042.692 eV
Net charge ... +1

Each line ends with the Löwdin charge.
Element x y z (Å)
1 O 0.928 3.875 -0.872  -0.194
2 C 0.534 3.814 0.814  -0.060
3 C -0.762 3.118 0.715  -0.031
4 C -0.674 2.385 -0.977  -0.402
5 O -0.712 1.069 -1.085  0.051
6 O -1.165 3.008 -1.911  0.030
7 K 0.328 5.918 -3.219  0.948
8 H 0.496 4.655 1.514  0.114
9 H 1.338 3.146 1.152  0.107
10 H -0.819 2.261 1.392  0.104
11 H -1.584 3.836 0.587  0.114
12 C -0.074 0.170 -0.239  -0.105
13 C -0.367 -1.125 -0.307  -0.047
14 C 0.084 -2.084 0.757  -0.166
15 C 0.828 -3.311 0.249  -0.192
16 O -0.076 -4.267 -0.320  -0.079
17 C -0.199 -5.407 0.304  -0.174
18 O -1.131 -6.076 -0.339  0.055
19 H 0.607 0.579 0.509  0.127
20 H -1.041 -1.482 -1.090  0.137
21 H 1.848 3.677 -1.073  0.063
22 H -0.784 -2.427 1.342  0.132
23 H 0.754 -1.564 1.457  0.120
24 H 1.363 -3.799 1.074  0.115
25 H 1.545 -3.048 -0.539  0.131
26 H -1.267 -6.922 0.103  0.101